191
Properties=species:S:1:pos:R:3:forces:R:3:lowdin_charge:R:1 method="wB97M-V/def2-TZVPD" spin_multiplicity=2 largest_force_ev_per_a=2.07 total_energy_ev=-169359.3804 charge=+1
O 3.0634 -1.6495 -2.4639 0.3 -0.2 0.8 -0.21
V 3.1369 -1.2111 -0.9852 -1.0 0.7 -0.9 1.06
C 0.1493 0.0585 -3.3244 -0.3 0.3 0.9 -0.67
F 0.7912 -0.6646 -4.2055 0.0 -0.4 -0.1 0.18
F -0.7259 0.8313 -3.9326 -0.1 0.2 -0.1 0.15
F -0.4979 -0.7092 -2.4393 0.2 -0.2 -0.4 0.13
S 1.3903 1.1344 -2.4079 1.4 -0.4 -1.0 0.65
O 2.5782 1.0427 -3.1962 0.1 -0.2 0.1 -0.27
O 0.8565 2.4346 -2.2065 -0.5 0.0 0.7 -0.24
N 1.6992 0.2665 -0.9810 -1.0 1.1 -1.1 -0.35
S 0.6965 0.7447 0.2003 0.2 -0.7 1.7 0.60
O -0.5614 1.2053 -0.2555 -0.4 0.3 -0.4 -0.24
O 0.7065 -0.2318 1.2523 0.2 -0.4 -0.1 -0.30
C 1.5839 2.2177 0.9686 -0.2 0.2 -1.1 -0.65
F 2.7250 2.4551 0.3007 0.1 -0.2 0.2 0.11
F 0.8200 3.2837 0.8472 0.0 0.0 0.3 0.16
F 1.8724 1.9777 2.2344 0.0 0.1 0.2 0.14
C 1.0665 -3.6978 0.0969 0.0 -0.4 -0.2 -0.57
O 1.7296 -2.8708 -0.5848 0.5 0.7 0.7 -0.07
N 0.2804 -3.3913 1.1401 0.4 0.3 -0.4 0.23
N 1.1553 -5.0109 -0.2517 0.2 1.1 0.1 0.19
H 0.1125 -2.4160 1.3442 0.1 0.0 0.0 0.07
H -0.3735 -4.0683 1.4947 -0.1 0.2 0.1 0.11
H 0.5912 -5.7075 0.1963 -0.1 -0.2 -0.2 0.11
H 1.5937 -5.1486 -1.1458 -0.1 -0.5 0.0 0.12
C 4.3289 -0.7100 2.0464 0.4 0.2 0.2 -0.55
O 3.5481 -0.6443 1.0603 0.6 -1.0 0.0 -0.09
N 4.0938 0.0781 3.1316 -0.1 -0.9 -1.5 0.22
N 5.4276 -1.5223 2.0649 -0.6 0.8 0.2 0.20
H 3.1580 0.4542 3.1376 0.2 0.4 0.3 0.10
H 4.7612 0.2173 3.8658 -0.2 -0.1 0.2 0.12
H 6.0392 -1.5171 2.8626 -0.1 -0.1 0.0 0.12
H 5.5700 -2.2373 1.3780 -0.1 0.1 -0.2 0.11
C 5.4828 1.0995 -1.7501 -0.3 0.6 0.5 -0.56
O 4.7201 0.1230 -1.5558 0.2 -0.4 0.6 -0.08
N 6.8193 0.9121 -1.9034 -0.7 -0.5 0.1 0.19
N 5.0127 2.3717 -1.7504 0.5 -1.2 0.1 0.22
H 7.1383 -0.0340 -1.7968 0.1 0.0 -0.1 0.12
H 7.5035 1.6444 -1.8918 -0.1 0.2 -0.1 0.12
H 5.6131 3.1220 -2.0364 -0.2 0.2 -0.1 0.12
H 4.0123 2.4630 -1.7166 0.0 0.3 -0.2 0.09
C -0.3133 3.9944 -4.9999 0.2 -0.3 -1.1 -0.06
C -1.4770 3.4455 -5.8026 -1.0 0.1 1.1 -0.30
O -1.0180 3.1369 -7.1025 0.1 0.0 -0.2 -0.07
H -0.5050 4.1045 -3.9394 -0.1 -0.1 0.0 0.05
H -0.0295 4.9434 -5.4527 0.1 0.1 0.2 0.07
H 0.5244 3.3117 -5.1732 0.1 0.1 0.4 0.06
H -2.3074 4.1663 -5.7968 0.2 0.2 -0.4 0.12
H -1.9325 2.5726 -5.3143 0.3 -0.2 -0.1 0.09
H -1.7510 2.9854 -7.7061 0.0 0.0 0.1 0.11
C 3.4379 2.9901 -6.1115 0.1 0.7 0.1 -0.09
C 2.4535 2.1165 -6.8735 0.6 -0.4 0.6 -0.34
O 1.7433 2.8684 -7.8358 -0.2 -0.4 0.5 -0.07
H 2.8962 3.7714 -5.5652 -0.1 0.0 -0.1 0.06
H 4.1139 3.5245 -6.7833 0.0 -0.2 -0.1 0.08
H 4.0273 2.4629 -5.3559 0.0 -0.3 -0.2 0.06
H 1.8189 1.6348 -6.1112 -0.4 0.2 -0.3 0.09
H 2.9525 1.2664 -7.3532 0.2 0.2 -0.2 0.11
H 0.8304 2.8931 -7.5142 -0.1 0.3 -0.4 0.03
C 1.6182 6.3736 -2.6837 0.6 -0.7 0.4 -0.09
C 1.0134 6.9974 -3.9059 0.0 0.8 -0.5 -0.32
O 1.8728 6.7688 -5.0388 -0.2 -0.3 0.3 -0.09
H 2.6968 6.5489 -2.6464 -0.1 0.3 -0.1 0.08
H 1.5161 5.2823 -2.6745 -0.2 0.0 -0.2 0.06
H 1.1924 6.7191 -1.7424 -0.2 0.2 -0.2 0.06
H 0.9250 8.0858 -3.8104 -0.1 -0.1 0.4 0.12
H 0.0036 6.6214 -4.0854 0.1 -0.1 0.0 0.09
H 1.6794 7.4538 -5.6835 0.0 -0.1 -0.1 0.08
C -1.4637 5.0278 -1.1349 0.1 -0.8 -0.3 -0.09
C -2.2302 6.3077 -0.9483 0.3 0.4 0.3 -0.30
O -1.7264 7.3389 -1.8081 0.0 -0.2 0.0 -0.08
H -1.5428 4.7191 -2.1795 0.0 0.0 0.0 0.06
H -1.8792 4.2170 -0.5274 -0.2 0.1 0.0 0.07
H -0.3978 5.0426 -0.9040 0.0 0.5 0.1 0.06
H -2.1761 6.6349 0.0954 -0.1 0.0 0.0 0.11
H -3.2808 6.1409 -1.1973 0.0 0.0 0.0 0.11
H -1.4227 8.0773 -1.2770 0.0 0.0 0.0 0.08
C 3.7421 5.1799 1.4328 0.0 -0.1 0.5 -0.08
C 4.5506 4.3516 2.4270 -0.4 0.2 0.1 -0.31
O 4.5266 4.9142 3.7441 0.2 -0.1 -0.3 -0.08
H 4.1249 6.1974 1.3664 0.1 0.0 -0.1 0.08
H 2.7113 5.2508 1.7891 0.0 -0.1 -0.2 0.05
H 3.7654 4.6984 0.4564 -0.1 0.1 -0.1 0.06
H 5.5898 4.2914 2.0994 0.0 -0.1 0.2 0.11
H 4.1265 3.3434 2.4857 0.2 -0.1 -0.2 0.08
H 3.7838 4.5238 4.2125 0.0 0.1 0.1 0.07
C -0.6827 -1.4277 -7.5001 0.0 0.5 0.8 -0.07
C -1.8042 -1.1243 -6.5088 0.5 -0.6 -0.2 -0.35
O -3.0303 -1.5346 -7.0779 -0.1 0.4 -0.1 -0.08
H 0.2717 -1.1487 -7.0407 0.0 -0.1 0.0 0.06
H -0.7832 -0.7866 -8.3739 -0.1 -0.4 -0.3 0.08
H -0.6646 -2.4941 -7.7068 0.0 0.0 -0.4 0.08
H -1.7626 -0.0567 -6.2663 -0.3 0.1 0.1 0.09
H -1.6053 -1.7053 -5.5946 -0.1 0.2 0.1 0.10
H -3.7169 -1.6070 -6.3956 0.3 -0.3 0.1 0.04
C 0.1952 -2.5129 4.7188 -0.2 -0.5 0.1 -0.10
O 1.2419 -3.0559 5.4948 0.3 -0.1 -0.4 -0.19
C 2.1992 -3.7446 4.6999 0.0 0.3 0.5 -0.23
C 3.3143 -4.1987 5.6375 -0.2 0.6 0.0 -0.22
N 2.8972 -5.1353 6.6537 0.1 -0.5 0.0 -0.06
C 2.6109 -6.4843 6.1537 -0.1 0.6 0.0 -0.20
C 2.4170 -7.4591 7.2993 -0.2 -0.5 -0.3 -0.24
O 3.6502 -8.0899 7.5816 0.0 0.1 0.4 -0.20
C 3.8702 -8.3180 8.9731 -0.3 0.0 -0.8 -0.09
H -0.3945 -1.9201 5.4140 -0.2 0.1 -0.2 0.10
H -0.4107 -3.3150 4.2848 -0.1 0.0 0.1 0.07
H 0.5238 -1.9124 3.8578 0.3 0.2 0.3 0.07
H 2.5555 -3.0143 3.9682 0.3 -0.2 -0.4 0.10
H 1.7578 -4.6080 4.1852 -0.2 0.1 -0.1 0.11
H 3.6848 -3.2999 6.1461 0.0 -0.1 -0.1 0.12
H 4.1496 -4.5999 5.0562 -0.1 -0.2 0.1 0.12
H 2.0821 -4.7829 7.1421 0.1 0.2 0.0 0.11
H 3.4871 -6.7691 5.5691 -0.1 -0.3 0.0 0.12
H 1.7315 -6.5062 5.4906 0.0 -0.1 0.0 0.11
H 1.6764 -8.2250 7.0250 0.1 0.0 -0.1 0.12
H 1.9846 -6.9524 8.1725 0.3 0.1 0.0 0.12
H 3.8518 -7.3480 9.4722 0.2 -0.1 0.4 0.09
H 4.8306 -8.8195 9.0362 0.1 0.2 0.2 0.09
H 3.1096 -8.9866 9.3882 -0.1 0.1 0.1 0.09
C -2.6832 -1.7085 2.0703 -0.1 -0.3 -0.5 -0.08
O -2.2520 -2.8878 2.7312 -0.2 0.2 -0.2 -0.23
C -3.3115 -3.4332 3.4965 0.5 -0.1 1.9 -0.23
C -4.4866 -3.9720 2.7384 -0.2 0.0 -0.8 -0.22
N -4.2091 -5.2929 2.2141 0.3 -0.2 0.0 -0.06
C -5.1370 -5.7172 1.1757 -0.2 0.3 1.0 -0.22
C -4.6706 -6.9857 0.5430 -0.2 -0.4 -0.9 -0.23
O -3.4392 -6.7078 -0.1089 0.0 0.0 0.2 -0.20
C -3.0262 -7.7548 -0.9463 0.3 0.2 -0.5 -0.12
H -3.3149 -1.9934 1.2248 -0.1 0.3 0.0 0.08
H -1.8280 -1.1759 1.6707 0.3 0.1 0.1 0.06
H -3.2411 -1.0453 2.7359 0.0 0.0 0.1 0.10
H -3.6139 -2.7172 4.2770 -0.2 0.4 -0.5 0.13
H -2.8532 -4.1989 4.1348 -0.1 -0.3 -0.5 0.13
H -4.7310 -3.2916 1.9044 -0.1 0.1 0.2 0.11
H -5.3781 -3.9923 3.3690 0.1 -0.1 0.1 0.13
H -3.2565 -5.3306 1.8700 -0.1 0.0 -0.2 0.10
H -5.3041 -4.9403 0.4131 0.1 -0.1 -0.1 0.12
H -6.0969 -5.8639 1.6843 -0.1 -0.2 -0.3 0.13
H -5.4020 -7.3073 -0.2134 0.0 0.1 0.0 0.13
H -4.5584 -7.8286 1.2334 0.1 0.2 0.3 0.13
H -2.1205 -7.4115 -1.4497 0.1 -0.1 0.2 0.08
H -3.7465 -7.9471 -1.7523 -0.2 -0.1 0.2 0.08
H -2.8282 -8.6814 -0.3996 0.0 0.0 0.0 0.09
C -4.4935 -6.9211 -5.1749 -0.2 -0.6 0.2 -0.12
O -4.6949 -5.6097 -4.7249 -0.1 0.4 -0.2 -0.19
C -5.3267 -4.7796 -5.6933 -0.7 -0.2 0.5 -0.22
C -5.8232 -3.5226 -5.0112 0.3 0.2 -0.5 -0.21
N -4.7104 -2.6223 -4.7569 0.3 0.6 -0.3 -0.08
C -5.1283 -1.3363 -4.1794 -0.4 -1.5 1.4 -0.19
C -3.9975 -0.6995 -3.3872 -0.5 0.4 -1.1 -0.23
O -4.5118 0.4745 -2.7995 0.3 -0.2 0.0 -0.17
C -3.5528 1.1582 -2.0319 -0.6 0.9 0.9 -0.11
H -4.4885 -7.5777 -4.3024 0.2 0.1 0.0 0.07
H -3.5583 -7.0483 -5.7261 0.0 0.1 -0.1 0.09
H -5.3259 -7.2732 -5.7945 0.0 0.1 -0.1 0.09
H -6.2175 -5.2888 -6.0911 0.2 -0.2 0.0 0.12
H -4.6709 -4.5253 -6.5313 0.1 0.0 0.1 0.13
H -6.3630 -3.7397 -4.0807 -0.1 -0.3 -0.1 0.12
H -6.5262 -3.0644 -5.7131 0.0 0.2 0.1 0.13
H -4.0952 -3.1113 -4.1143 0.1 0.2 0.0 0.11
H -5.9031 -1.5900 -3.4340 -0.2 0.6 -0.1 0.12
H -5.5649 -0.6825 -4.9305 0.2 0.1 -0.1 0.13
H -3.2075 -0.4658 -4.1162 0.3 0.0 0.4 0.11
H -3.6438 -1.4000 -2.6219 0.2 0.0 0.0 0.13
H -4.0903 1.9058 -1.4329 -0.1 -0.1 -0.2 0.09
H -2.8455 1.7548 -2.6184 0.3 -0.5 -0.1 0.08
H -3.0801 0.5184 -1.2783 0.4 -0.2 -0.4 0.08
C 0.5315 5.8229 8.4751 -0.4 0.2 0.2 -0.12
O 1.2559 5.6904 7.2817 0.0 -0.2 -0.3 -0.20
C 1.4656 6.9153 6.5925 0.3 0.3 1.0 -0.23
C 1.2909 6.6729 5.1275 0.3 -0.2 -0.3 -0.21
N 0.0173 6.0060 4.8548 0.7 -0.3 -0.3 -0.03
C -0.1102 5.7227 3.4327 -0.2 -0.3 -0.4 -0.22
C -1.0936 4.6021 3.1989 -0.9 0.1 -0.9 -0.23
O -0.4447 3.3674 3.4343 -0.1 -0.1 0.5 -0.21
C -1.3523 2.2906 3.4979 -0.2 -0.1 0.2 -0.10
H 0.3219 4.8285 8.8624 0.2 0.0 0.0 0.09
H -0.4376 6.3133 8.3107 0.1 0.0 -0.1 0.09
H 1.0793 6.4129 9.2193 0.0 -0.1 0.0 0.09
H 2.4853 7.2578 6.8152 0.0 0.0 -0.2 0.13
H 0.8087 7.6954 6.9934 -0.3 -0.2 -0.3 0.12
H 2.1357 6.0426 4.7983 0.0 0.1 -0.1 0.10
H 1.3972 7.6074 4.5720 -0.2 0.1 0.0 0.13
H 0.1593 5.0808 5.2621 -0.4 0.2 0.4 0.11
H 0.8286 5.3590 2.9768 0.0 0.2 0.1 0.10
H -0.4186 6.6040 2.8663 0.0 0.1 0.2 0.12
H -1.4831 4.5919 2.1634 0.5 0.1 -0.1 0.11
H -2.0307 4.7345 3.7619 0.4 -0.2 0.6 0.13
H -1.9151 2.2870 4.4418 0.0 0.1 -0.1 0.09
H -0.8006 1.3502 3.4537 0.1 0.1 -0.1 0.08
H -2.0722 2.3267 2.6689 0.1 0.0 0.0 0.09